Entry 1:
42
Properties=species:S:1:pos:R:3 method="wB97M-V/def2-TZVPD" total_charge=-1 homo_ha="-0.158 / -0.210" relative_energy_kcal_mol=14.0 fmax_ev_per_a=1.8 orbital_gap_ev="6.62 / 6.87" spin_multiplicity=5
Ir -0.0280 -0.6998 -0.3393
O 1.3244 1.5573 1.4731
C 2.4501 2.2405 0.9813
C 2.4515 2.2727 -0.5465
C 3.4941 3.3528 -0.8839
O 3.7366 3.5221 -2.2790
C 2.9236 0.9731 -1.2248
Se 2.4134 -0.8105 -0.5812
C 1.1101 2.7343 -1.1159
Se -0.4946 1.6267 -0.9783
H 1.3846 1.4177 2.4212
H 3.3903 1.7818 1.3145
H 2.4338 3.2820 1.3383
H 4.4272 3.1149 -0.3565
H 3.1428 4.3214 -0.5257
H 4.0166 2.6753 -2.6409
H 4.0160 0.9345 -1.1902
H 2.6115 0.9770 -2.2699
H 1.2206 2.8885 -2.1903
H 0.8308 3.6937 -0.6728
F -3.2376 -1.9330 1.4638
C -4.2090 -1.8268 0.5704
F -4.9661 -0.7766 0.8474
F -4.9622 -2.9321 0.6116
S -3.5185 -1.6497 -1.1253
O -2.5286 -0.5856 -1.0655
O -4.6714 -1.4757 -1.9464
N -2.8373 -3.0670 -1.3629
S -1.2765 -3.1833 -1.1832
O -0.4909 -2.4144 -2.1396
O -0.7944 -3.1291 0.1859
C -1.0916 -4.9290 -1.6965
F -1.9477 -5.7057 -1.0421
F -1.2975 -5.0413 -3.0053
F 0.1472 -5.3081 -1.4140
F -0.4940 1.2698 4.2564
C -1.3508 0.3090 3.8186
F -0.9836 -0.8406 4.4015
F -2.5650 0.6236 4.2784
C -1.3064 0.2636 2.2729
O -2.0453 1.0403 1.6925
O -0.4284 -0.5643 1.8484

Entry 2:
24
Properties=species:S:1:pos:R:3 method="wB97M-V/def2-TZVPD" homo_ha=-0.311 relative_energy_kcal_mol=33.0 smiles=CSP(I)n1cc(C)c2cccnc21 fmax_ev_per_a=4.5 orbital_gap_ev=8.26
C -1.9701 3.9018 -1.5662
S -1.8506 3.1103 0.1686
P -2.2489 1.0248 1.1405
I -3.9228 -0.0259 -0.1877
N -0.8435 0.0812 0.7402
C 0.3126 0.4940 1.4949
C 1.4025 -0.1356 1.0109
C 2.8140 0.2691 1.4021
C 0.8498 -1.2752 0.3071
C 1.4363 -2.3555 -0.2857
C 0.6239 -3.2474 -0.9876
C -0.7793 -3.0684 -0.8295
N -1.3221 -1.9828 -0.4090
C -0.4829 -1.0892 0.1286
H -1.9373 4.9073 -1.4229
H -2.7134 3.6070 -2.2668
H -1.1176 3.4735 -2.0466
H 0.2942 1.4869 2.0832
H 3.2977 0.5035 0.5228
H 2.7796 1.1925 2.0626
H 3.3057 -0.4620 2.0591
H 2.5441 -2.5409 -0.1910
H 0.9534 -4.0429 -1.6895
H -1.4252 -3.8263 -1.2382

Entry 3:
22
Properties=species:S:1:pos:R:3 method="wB97M-V/def2-TZVPD" homo_ha="-0.225 / -0.338" relative_energy_kcal_mol=81.5 fmax_ev_per_a=6.6 orbital_gap_ev="6.48 / 7.98" spin_multiplicity=3
C -2.2432 -1.4426 0.1924
C -0.9394 -1.5047 0.2900
C -2.8661 -0.1286 -0.2579
C -1.9987 0.9915 0.1966
C -2.5902 2.2060 0.4224
C 3.4766 1.2998 -0.4392
C 2.2134 1.4206 -0.2208
C 1.1669 -0.4834 0.0642
C 1.8292 -1.7317 -0.1595
N -0.6480 0.8773 0.2135
N -0.1545 -0.3463 0.1373
O -4.0136 -0.0765 -0.6339
H -2.9061 -2.2604 0.2101
H -0.4136 -2.4723 0.4231
H -1.8668 2.9243 0.7693
H -3.6543 2.4124 0.3834
H 4.2855 2.1468 -0.3690
H 3.7966 0.2931 -0.3457
H 1.5576 2.2564 -0.2362
H 1.3311 -2.3585 -0.9647
H 1.6046 -2.3758 0.5842
H 3.0331 -1.6474 -0.2597

Entry 4:
23
Properties=species:S:1:pos:R:3 method="wB97M-V/def2-TZVPD" homo_ha="-0.319 / -0.319" relative_energy_kcal_mol=188.7 fmax_ev_per_a=4.6 orbital_gap_ev="8.57 / 8.57"
C 1.7535 -2.4433 0.7018
C 2.0831 -1.1944 0.8987
C 0.5447 -2.6509 0.3007
C 1.8463 0.0736 0.8814
C 0.1178 -0.2259 0.2803
C 2.7859 1.2147 -0.0103
C -1.6623 -1.7444 -0.0226
C -0.2661 2.1357 0.6892
C -1.2591 1.0938 -1.2502
N -0.2461 -1.5305 0.0872
N -0.6710 0.8424 0.0377
O 3.7845 1.3399 0.5789
O 2.2170 1.4880 -1.0530
H 0.1145 -3.6403 0.1969
H -1.9907 -2.4687 0.8390
H -1.9361 -2.2200 -1.0314
H -2.3942 -0.7751 0.0899
H 0.4686 2.5154 0.0689
H -1.3312 2.6650 0.7134
H 0.0651 1.9863 1.7506
H -1.3256 0.1852 -1.6993
H -2.1560 1.5754 -1.1797
H -0.5427 1.7780 -1.8682